ORCA calculation (ωB97M-V/def2-TZVPD) on C4H6N2O in the gas phase in a non-equilibrium geometry.

Summary:
Electronic energy = -9268.1301 eV
Orbital gap = 6.9 eV
2S+1 = 1
ΔE to the lowest compared entry with this formula, charge and spin = 5.372 eV
LUMO energy = -0.0027 Eh
HOMO energy = -6.989 eV

CARTESIAN COORDINATES (ANGSTROEM)
N (-1.651822, 0.165461, 0.605219)
C (-0.814913, -0.060879, -0.603639)
C (-0.017378, 1.130745, -0.858418)
C (1.332032, 0.975007, -0.581426)
C (1.314211, -0.352955, -0.061262)
O (2.371275, -1.073540, 0.317095)
N (0.136755, -0.989021, -0.118424)
H (-2.211712, -0.656623, 0.845695)
H (-2.265009, 0.964812, 0.443630)
H (-0.482960, 2.036022, -1.267921)
H (-0.922059, 0.361597, 1.368927)
H (3.103807, -0.477888, 0.092184)
H (-0.054741, -1.953691, 0.100947)

Cartesian forces (eV/Å) of the 2 atoms listed first:
N 0.337 0.390 0.830
C -0.216 -0.282 -0.741

These are the natural (NBO) partial charges, in e, on atoms 1 to 8: -0.69, -0.08, -0.30, -0.49, 0.48, -0.66, -0.62, 0.41

ORCA calculation (ωB97M-V/def2-TZVPD) on C6H8N2O2 in the gas phase in a non-equilibrium geometry.

Summary:
Electronic energy = -13427.3014 eV
SMILES = Cc1nc(=O)[nH]c(O)c1C
Orbital gap = 8.8 eV
2S+1 = 1
ΔE to the lowest compared entry with this formula, charge and spin = 0.072 eV
LUMO energy = 0.0047 Eh
HOMO energy = -8.649 eV

CARTESIAN COORDINATES (ANGSTROEM)
C (-0.043809, 1.114990, 2.034215)
C (0.359220, 0.689568, 0.652397)
C (1.900886, 0.895137, -1.072858)
C (0.012759, -0.663829, -1.253701)
C (-0.440476, -0.309437, -0.027520)
C (-1.647224, -0.932069, 0.609520)
H (0.002823, 0.263010, 2.756607)
H (-1.051995, 1.521919, 2.195279)
H (0.631314, 1.858282, 2.489071)
H (1.570271, -0.337996, -2.608432)
H (-0.230811, -1.702744, -2.888292)
H (-2.463841, -0.229637, 0.918380)
H (-2.083480, -1.623905, -0.141313)
H (-1.394276, -1.517428, 1.531241)
N (1.458110, 1.259257, 0.183606)
N (1.145019, -0.073116, -1.738941)
O (2.887843, 1.344886, -1.630392)
O (-0.612334, -1.556887, -2.008866)

Cartesian forces (eV/Å) of the 2 atoms listed first:
C 0.136 -0.125 1.789
C 0.392 0.252 -0.312

These are the natural (NBO) partial charges, in e, on atoms 1 to 8: -0.67, 0.34, 0.75, 0.58, -0.26, -0.63, 0.23, 0.23

ORCA calculation (ωB97M-V/def2-TZVPD) on a molecular structure, C28H81F4N9O17PbS4 in a non-equilibrium geometry.

Summary:
Electronic energy = -138018.7790 eV
Orbital gap = 8.6 eV
2S+1 = 1
ΔE to the lowest compared entry with this formula, charge and spin = 4.239 eV
LUMO energy = -0.0060 Eh
HOMO energy = -8.735 eV

CARTESIAN COORDINATES (ANGSTROEM)
Pb (6.805279, 10.378170, 10.582870)
N (5.097154, 9.341109, 9.269405)
S (3.924483, 9.694006, 8.337302)
O (2.622146, 9.063404, 8.511358)
O (4.302008, 10.076933, 6.988550)
F (3.604350, 11.147080, 8.972390)
S (5.525229, 7.964811, 8.282126)
O (6.664783, 8.167749, 7.411752)
O (4.472777, 7.073291, 7.787552)
F (6.154077, 7.107067, 9.497180)
N (6.680806, 12.801512, 10.731432)
S (6.359426, 13.838845, 9.374951)
O (7.533248, 14.140453, 8.596659)
O (5.269345, 14.775589, 9.433786)
F (5.717742, 12.630688, 8.502291)
S (6.798553, 13.929812, 11.711517)
O (5.543969, 14.488135, 12.162663)
O (7.979222, 14.797457, 11.696726)
F (7.238429, 12.973159, 12.941149)
O (8.298736, 8.361754, 10.524328)
H (8.856507, 8.061144, 9.806863)
H (8.786185, 8.138099, 11.317171)
O (5.056829, 6.128828, 13.348206)
H (4.740323, 6.673853, 12.627780)
H (4.626212, 6.484703, 14.125481)
C (4.019910, 12.386479, 4.611715)
C (5.488808, 12.732588, 4.914977)
C (5.656921, 14.085935, 5.668861)
O (5.184271, 15.224584, 4.964648)
C (5.741954, 16.404803, 5.482820)
N (6.007869, 11.547871, 5.577210)
H (3.655798, 13.191897, 3.973899)
H (3.412055, 12.417977, 5.515937)
H (3.916661, 11.448593, 4.065977)
H (5.961168, 12.686172, 3.933744)
H (6.699901, 14.242442, 5.944150)
H (5.094392, 14.085908, 6.602490)
H (5.269216, 17.206873, 4.915980)
H (6.815177, 16.550459, 5.360046)
H (5.511144, 16.612463, 6.527664)
H (5.282299, 11.096203, 6.115401)
H (6.255125, 10.917974, 4.827423)
C (10.379960, 10.869836, 17.332525)
C (9.348295, 11.740785, 16.634627)
C (9.633171, 13.288023, 16.655132)
O (8.642559, 14.032745, 15.935298)
C (8.888657, 15.413735, 15.818351)
N (9.388206, 11.242088, 15.279904)
H (10.106326, 9.815487, 17.372176)
H (10.597399, 11.310513, 18.305470)
H (11.280668, 10.972043, 16.727250)
H (8.348780, 11.519242, 17.008790)
H (10.618736, 13.306244, 16.189939)
H (9.757826, 13.682909, 17.663415)
H (8.238146, 15.752501, 15.012020)
H (9.909462, 15.567669, 15.468553)
H (8.661777, 15.957693, 16.735272)
H (8.727255, 11.831923, 14.794797)
H (10.267231, 11.532563, 14.876101)
C (9.233672, 10.986481, 6.466843)
C (9.100898, 10.644798, 8.014769)
C (9.803886, 11.453681, 9.128511)
O (9.457318, 11.027019, 10.449390)
C (10.220006, 11.662848, 11.483256)
N (7.689168, 10.696682, 8.205023)
H (8.562586, 10.411065, 5.829149)
H (10.238677, 10.942749, 6.047140)
H (8.925491, 12.018492, 6.299259)
H (9.307007, 9.587548, 8.181650)
H (9.614310, 12.519858, 9.004273)
H (10.888829, 11.426765, 9.027105)
H (10.366122, 12.735929, 11.359739)
H (11.248477, 11.312256, 11.569343)
H (9.968159, 11.437828, 12.519616)
H (7.220371, 11.356028, 7.600377)
H (7.297494, 9.866289, 7.784143)
C (6.165649, 2.946294, 12.478729)
C (7.135506, 3.773462, 11.586006)
C (6.626339, 4.033887, 10.184316)
O (6.722330, 2.818810, 9.459796)
C (6.361904, 2.978773, 8.075081)
N (7.390696, 5.131376, 12.265386)
H (5.623770, 2.265629, 11.822101)
H (5.325286, 3.521903, 12.866745)
H (6.568755, 2.404935, 13.334610)
H (8.107657, 3.289469, 11.492345)
H (7.217641, 4.782221, 9.656632)
H (5.561098, 4.259221, 10.133475)
H (7.188803, 3.486162, 7.578191)
H (5.439935, 3.528171, 7.884696)
H (6.213707, 1.984986, 7.652547)
H (7.302957, 5.856125, 11.567428)
H (6.536780, 5.375022, 12.746590)
C (2.790313, 6.266881, 10.593260)
C (2.708004, 7.627864, 11.285103)
C (1.770905, 7.486629, 12.550954)
O (1.614913, 8.689265, 13.243210)
C (0.613232, 9.608556, 12.738446)
N (4.038398, 8.094907, 11.526298)
H (3.164470, 6.443886, 9.584905)
H (1.838497, 5.783150, 10.373812)
H (3.390095, 5.525008, 11.120511)
H (2.182679, 8.223611, 10.538635)
H (2.257391, 6.811946, 13.255384)
H (0.766633, 7.131573, 12.319708)
H (0.534948, 10.507002, 13.350628)
H (-0.374118, 9.149483, 12.788318)
H (0.769651, 9.857400, 11.688825)
H (3.945098, 8.900089, 12.128858)
H (4.451771, 8.451755, 10.676657)
C (7.016948, 8.788214, 15.118378)
C (6.552909, 9.144807, 13.709340)
C (5.339837, 10.143015, 13.619044)
O (5.077910, 10.632507, 12.323187)
C (4.055111, 11.573527, 12.140420)
N (7.708511, 9.691462, 13.029399)
H (7.186509, 9.634014, 15.784681)
H (7.872938, 8.114868, 15.162935)
H (6.211988, 8.310181, 15.676605)
H (6.314952, 8.210491, 13.200885)
H (5.550588, 10.966042, 14.301914)
H (4.402930, 9.726312, 13.988719)
H (4.050412, 12.395904, 12.855806)
H (3.096508, 11.055832, 12.174693)
H (4.047726, 11.980935, 11.129442)
H (8.371548, 8.938590, 12.912508)
H (8.135926, 10.161990, 13.814265)
C (11.329369, 6.945782, 14.324428)
C (10.854862, 7.881939, 13.217657)
C (11.903473, 8.181501, 12.110478)
O (13.125085, 8.777188, 12.578449)
C (14.088974, 8.925328, 11.578517)
N (9.589063, 7.243375, 12.754893)
H (10.619363, 6.867057, 15.147711)
H (12.301266, 7.133102, 14.780966)
H (11.595764, 5.971226, 13.915312)
H (10.381989, 8.807585, 13.545775)
H (11.489359, 8.800499, 11.314581)
H (12.160667, 7.237078, 11.630878)
H (13.672369, 9.280978, 10.636155)
H (14.545506, 7.950773, 11.405523)
H (14.910273, 9.578703, 11.872898)
H (9.143288, 6.810739, 13.551264)
H (9.876214, 6.452511, 12.196155)

Cartesian forces (eV/Å) of the 2 atoms listed first:
Pb 1.937 0.364 0.618
N 0.863 -4.091 -2.919

These are the Löwdin partial charges, in e, on atoms 1 to 8: 1.57, -0.42, 0.49, -0.24, -0.27, -0.18, 0.62, -0.26

ORCA calculation (ωB97M-V/def2-TZVPD) on 5 unconnected molecules or ions with the total composition C24H22F32O7 in a non-equilibrium geometry.

Summary:
Electronic energy = -126535.9100 eV
SMILES = FC(F)C(F)(F)COC(F)(F)C(F)F.FC(F)C(F)(F)COC(F)(F)C(F)F.FC(F)C(F)(F)COC(F)(F)C(F)F.FC(F)C(F)(F)COC(F)(F)C(F)F.C[C@H]1COC(=O)O1
Orbital gap = 11.5 eV
2S+1 = 1
ΔE to the lowest compared entry with this formula, charge and spin = 2.586 eV
LUMO energy = 0.0068 Eh
HOMO energy = -11.345 eV

CARTESIAN COORDINATES (ANGSTROEM)
C (6.531137, -4.124147, -1.145885)
C (5.289070, -3.428482, -1.681009)
C (5.463061, -3.106497, -3.159086)
O (4.245441, -3.539313, -3.752570)
C (3.663666, -4.414248, -2.982402)
O (2.815933, -5.175110, -3.373506)
O (4.285959, -4.470522, -1.780485)
H (6.865354, -4.925722, -1.808067)
H (6.389417, -4.691823, -0.224739)
H (7.345599, -3.409808, -1.016179)
H (5.003716, -2.599715, -1.033776)
H (6.298273, -3.643957, -3.605127)
H (5.553526, -2.037004, -3.346261)
C (2.301481, -1.521592, -0.101605)
C (1.596222, -0.371435, -0.869204)
C (0.492346, 0.302042, 0.016827)
F (0.958152, 0.750833, 1.184086)
F (-0.129259, 1.289242, -0.667820)
F (2.523094, 0.529983, -1.275679)
F (1.108377, -0.939652, -2.003386)
O (1.339158, -2.422750, 0.333575)
C (1.720918, -3.516490, 1.120630)
C (0.390368, -3.988498, 1.746592)
F (0.593810, -4.981744, 2.630641)
F (-0.236795, -2.942431, 2.355185)
F (2.273017, -4.472254, 0.370450)
F (2.690291, -3.128012, 1.984183)
H (2.885274, -1.062507, 0.704977)
H (3.098490, -1.895520, -0.753999)
H (-0.195125, -0.550315, 0.099887)
H (-0.319267, -4.304311, 0.973892)
C (-0.116223, -2.760283, -4.861188)
C (-1.612660, -2.539205, -4.628772)
C (-1.961267, -2.293310, -3.150734)
F (-1.252305, -3.127505, -2.336601)
F (-1.607337, -1.036420, -2.774034)
F (-2.164708, -1.480534, -5.256680)
F (-2.276166, -3.682506, -4.983925)
O (0.234503, -2.175890, -6.132508)
C (1.567417, -2.280062, -6.495186)
C (1.965048, -3.725608, -6.701076)
F (1.279241, -4.268148, -7.740249)
F (3.285462, -3.888171, -6.911256)
F (1.810936, -1.527735, -7.569314)
F (2.267494, -1.676184, -5.501965)
H (0.196589, -3.799123, -4.788525)
H (0.429799, -2.254443, -4.061946)
H (-3.032452, -2.468547, -3.015245)
H (1.738016, -4.354628, -5.834800)
C (-5.389340, 5.794365, 0.139996)
C (-5.732472, 6.474097, 1.452525)
C (-7.253863, 6.414460, 1.628492)
F (-7.934622, 6.962266, 0.586871)
F (-7.810654, 5.236017, 2.004473)
F (-5.180715, 6.005877, 2.590116)
F (-5.248332, 7.743124, 1.313765)
O (-3.993403, 5.595008, -0.023865)
C (-3.645159, 4.643751, -0.998904)
C (-2.142423, 4.423366, -0.730137)
F (-2.022038, 3.908818, 0.542812)
F (-1.516677, 3.515559, -1.519401)
F (-4.394181, 3.546557, -0.924858)
F (-3.877073, 5.249326, -2.184834)
H (-5.795769, 6.327677, -0.724683)
H (-5.955101, 4.867666, -0.018910)
H (-7.494775, 7.049510, 2.494907)
H (-1.602237, 5.375435, -0.721218)
C (-0.007783, 1.566434, 4.925636)
C (1.392238, 2.009198, 5.411370)
C (1.429358, 3.149770, 6.397207)
F (0.585678, 2.889263, 7.433658)
F (2.676055, 3.393852, 6.857878)
F (2.096810, 0.923354, 5.795743)
F (2.021548, 2.489087, 4.287681)
O (-0.524677, 0.777099, 5.953235)
C (-1.874366, 0.608062, 6.191237)
C (-2.456439, 1.732033, 7.073062)
F (-3.771490, 1.618362, 7.335756)
F (-1.812613, 1.801147, 8.262218)
F (-2.509783, 0.404970, 5.003747)
F (-2.006414, -0.622497, 6.773289)
H (-0.002125, 1.063413, 3.953415)
H (-0.658623, 2.421483, 4.691646)
H (1.059180, 4.088753, 5.979745)
H (-2.239811, 2.683398, 6.570198)

Cartesian forces (eV/Å) of the 2 atoms listed first:
C 0.409 -0.311 0.288
C 0.995 -1.985 -0.377

These are the Löwdin partial charges, in e, on atoms 1 to 8: -0.03, -0.29, -0.07, 0.08, -0.58, 0.14, 0.07, 0.09